No. 1
Formula: C15H18F4NO16
Source: OMol25
Level of theory: ωB97M-V/def2-TZVPD

```
54
C15H18F4NO16 ωB97M-V/def2-TZVPD
C -0.49100 1.08293 0.47422
C -0.87090 2.38715 1.11018
O -1.96882 2.56993 1.66891
O 0.02120 3.28260 1.08147
H 0.51481 0.83379 0.13601
H -1.18182 0.96921 -0.36120
H -0.67519 0.23390 1.13249
C -4.60709 -1.36691 1.71796
C -4.42921 0.12264 1.42274
O -5.72191 0.45238 1.16671
C -6.51085 -0.57009 0.92705
O -7.65897 -0.48358 0.41300
O -5.87206 -1.68963 1.16239
F -3.77730 0.12756 0.21420
H -4.61310 -1.40671 2.80722
H -3.87993 -2.03866 1.26179
H -3.92090 0.84780 2.05824
C 4.67335 1.43144 -1.39786
C 3.16911 1.72243 -1.69553
O 2.67328 0.41639 -1.83538
C 3.49085 -0.40178 -1.23577
O 3.21278 -1.59510 -1.05908
O 4.55705 0.19000 -0.81496
F 3.10903 2.29232 -2.86810
H 5.07260 2.18884 -0.72331
H 5.30622 1.40276 -2.28485
H 2.68152 2.32220 -0.92700
C -0.77823 0.69189 -3.28499
C 0.17957 -0.40150 -3.60801
O 1.02757 0.24074 -4.55061
C 0.40979 1.25095 -5.07341
O 0.83155 1.97382 -5.92321
O -0.73480 1.48007 -4.41148
F -0.44805 -1.38606 -4.23559
H -0.37090 1.28409 -2.46555
H -1.80406 0.36336 -3.11813
H 0.63565 -0.84857 -2.72472
C -0.74146 -2.90524 2.35239
C 0.70267 -2.88029 1.97974
O 0.71672 -2.33729 0.66978
C -0.44998 -2.41113 0.10971
O -0.79304 -2.21929 -1.04264
O -1.34436 -2.85720 1.00704
F 1.30006 -4.06069 2.00622
H -1.06957 -2.03634 2.92287
H -0.92116 -3.79118 2.96143
H 1.34662 -2.24028 2.58290
C 2.23553 1.13874 2.67609
N 3.64778 1.05434 3.16191
O 3.77797 0.81136 4.37175
O 4.51861 1.26412 2.36200
H 2.19328 1.85816 1.85831
H 1.63494 1.51642 3.50359
H 1.99478 0.12338 2.36115
```

Computed properties:
Electronic energy = -60960.889 eV
Net charge = 0
2S+1 = 2

=====

No. 2
Formula: C15H18F9N6O9S3Zn
Source: OMol25
Level of theory: ωB97M-V/def2-TZVPD

```
61
C15H18F9N6O9S3Zn ωB97M-V/def2-TZVPD
Zn 1.20690 1.47909 2.83385
C 4.74364 2.31082 -0.30535
F 5.04923 1.03446 -0.40907
F 5.84589 3.05363 -0.48546
F 3.95912 2.72525 -1.31685
S 3.86701 2.78239 1.40595
O 3.45956 4.20437 1.28675
O 2.66607 1.97678 1.63797
O 4.79730 2.58344 2.58284
C 0.56591 -0.32967 -0.81530
F 0.26474 0.85600 -1.25585
F 0.18420 -1.24241 -1.66728
F 1.82406 -0.42657 -0.52927
S -0.45835 -0.57137 0.77845
O -1.73076 0.04395 0.64637
O -0.53230 -2.05331 0.84660
O 0.45499 0.07502 1.72789
C -0.92421 3.91010 -0.42509
F -1.71330 2.82811 -0.36628
F 0.09819 3.57242 -1.17643
F -1.58954 5.00657 -0.78950
S -0.32301 4.23369 1.40922
O 0.87401 5.16129 1.32247
O -1.39142 4.77652 2.26936
O 0.28575 2.93921 1.84744
C -3.88819 -2.09346 1.44071
C -4.82475 -0.93006 1.54350
N -5.60066 -0.03919 1.52931
H -3.58136 -2.29061 0.41354
H -4.54154 -2.89419 1.78722
H -3.00262 -1.92737 2.05412
C 1.47991 -0.90515 -4.54254
C 1.80707 -2.33774 -4.41833
N 2.03923 -3.47265 -4.30941
H 2.29971 -0.23947 -4.27255
H 0.59377 -0.56850 -4.00446
H 1.33038 -0.74601 -5.61044
C -0.75127 3.03096 -4.00269
C 0.38652 3.90246 -4.24054
N 1.34752 4.57128 -4.39937
H -1.67247 3.61315 -4.02593
H -0.64957 2.64937 -2.98674
H -0.81354 2.19839 -4.70344
C -0.52165 -3.99368 -1.74106
C -1.43450 -3.60147 -2.78282
N -2.09252 -3.33351 -3.67499
H -0.50205 -5.08234 -1.69062
H -0.90224 -3.65766 -0.77653
H 0.39694 -3.47976 -2.02423
C -2.24825 -0.40578 5.54998
C -1.08761 0.27141 4.85091
N -0.21259 0.91574 4.35103
H -2.36691 -1.44576 5.24592
H -3.14264 0.04340 5.11821
H -2.28569 -0.31850 6.63583
C 0.09631 -4.98832 2.00831
C 1.35223 -4.32647 2.33874
N 2.36653 -3.77141 2.67226
H -0.11650 -5.94709 2.48115
H -0.03499 -5.05341 0.92820
H -0.70559 -4.27655 2.20436
```

Computed properties:
Electronic energy = -148595.636 eV
Net charge = -1

=====

No. 3
Formula: C15H18FN3NiO4Si
Source: OMol25
Level of theory: ωB97M-V/def2-TZVPD

```
43
C15H18FN3NiO4Si ωB97M-V/def2-TZVPD
Ni 0.52586 0.08382 0.00005
C 3.70100 -2.24950 -0.00001
C 3.67467 -0.76333 0.00000
N 2.61052 0.02110 0.00002
C 3.06465 1.32001 0.00001
C 4.42598 1.31914 -0.00001
N 4.78537 -0.00489 -0.00002
C 5.46904 2.37649 -0.00003
O 5.04094 3.60888 -0.00002
O 6.63301 2.04656 -0.00005
C 2.07017 2.43398 0.00003
O 2.47929 3.60035 0.00003
O 0.86019 2.05192 0.00005
H 2.68757 -2.64018 0.00001
H 4.22296 -2.61897 0.88318
H 4.22293 -2.61897 -0.88323
H 5.74831 -0.30911 -0.00004
H 4.02799 3.66129 0.00000
C -1.95679 2.93729 0.00001
Si -2.63561 1.19113 0.00001
C -3.67753 1.05227 -1.58023
C -3.67757 1.05227 1.58021
N -1.44386 -0.11496 0.00002
C -1.83316 -1.42989 0.00002
C -3.16566 -1.90000 -0.00001
C -3.46949 -3.24803 -0.00002
C -2.47395 -4.21657 0.00000
C -1.14893 -3.80566 0.00002
C -0.88737 -2.46231 0.00003
F 0.43881 -2.04435 0.00005
H -2.80925 3.62171 0.00000
H -1.34701 3.14707 -0.87667
H -1.34703 3.14707 0.87671
H -4.32475 1.92814 -1.66675
H -4.30723 0.16396 -1.63187
H -3.01481 1.04314 -2.44848
H -4.32479 1.92814 1.66672
H -3.01488 1.04314 2.44848
H -4.30728 0.16396 1.63184
H -3.96362 -1.17280 -0.00002
H -4.50760 -3.55587 -0.00004
H -2.71714 -5.26930 -0.00001
H -0.33397 -4.51813 0.00004
```

Computed properties:
Net charge = 0
2S+1 = 3
Energy relative to the best compared isomer or geometry (same formula, charge and spin) = 8.6 kcal per mole

=====

No. 4
Formula: C15H18FN3O7S
Source: OMol25
Level of theory: ωB97M-V/def2-TZVPD

```
45
C15H18FN3O7S ωB97M-V/def2-TZVPD
N -3.45617 -1.61001 0.32215
C -3.33880 -0.66107 -0.30941
O -3.10413 0.35488 -1.21458
C -3.13712 -0.27247 -2.49996
C -4.41085 -0.63993 -3.15974
S -5.97005 -0.25501 -2.28993
O -6.23731 -1.21640 -1.24482
O -7.00073 -0.19700 -3.31144
F -5.75531 1.23820 -1.63617
C -4.39300 -1.32906 -4.47744
C -3.11149 -1.65825 -5.14485
C -1.88860 -1.25759 -4.45166
C -1.85916 -0.57389 -3.13373
C -0.37578 -0.34595 -2.68527
O 0.04642 -0.08474 -1.60480
N 0.38334 -0.49439 -3.94389
C -0.37269 -1.43577 -4.80512
O 0.18930 -2.17023 -5.55611
H -5.38373 -1.60529 -4.90839
H -3.05347 -2.19022 -6.11987
H 0.12545 0.40531 -4.38725
C 3.47923 0.67880 5.49677
O 3.55028 -0.29551 4.46992
C 2.30533 -0.95165 4.23281
C 1.78008 -0.60341 2.84580
N 1.34841 0.79140 2.78480
C 1.04925 1.25269 1.42882
C 2.22042 1.33490 0.44292
O 3.18759 2.32027 0.78405
C 4.20896 1.86986 1.65888
H 4.48706 1.05457 5.67560
H 2.84525 1.51841 5.19671
H 3.10180 0.24035 6.42546
H 1.56605 -0.72354 5.00697
H 2.50275 -2.02749 4.27027
H 0.93370 -1.25416 2.60745
H 2.58304 -0.80065 2.12557
H 2.07811 1.37919 3.16937
H 0.62679 2.25726 1.52752
H 0.26439 0.62208 1.00095
H 1.80781 1.64675 -0.52073
H 2.69289 0.36284 0.26566
H 4.44049 0.81068 1.52064
H 3.93465 2.06569 2.69830
H 5.10956 2.44954 1.44777
```

Computed properties:
Electronic energy = -48196.390 eV
Structure (SMILES) = N#COc1c(S(=O)(=O)F)ccc2c1C(=O)NC2=O.COCCNCCOC
Net charge = 0

=====

No. 5
Formula: C15H18N2O2
Source: OMol25
Level of theory: ωB97M-V/def2-TZVPD

```
37
C15H18N2O2 ωB97M-V/def2-TZVPD
C -1.41277 -1.09035 -3.73916
C -0.46878 -1.30448 -2.75885
C -0.76248 -1.91334 -1.38557
C -0.13756 -1.22299 -0.14186
C -0.52498 -2.06859 1.12019
C -2.00696 -1.46091 1.31580
C -2.47645 -0.89623 2.62454
O -2.12510 -0.30316 0.53498
C -0.81553 0.06918 0.00852
N -0.17272 0.84076 1.07682
C 0.90057 1.62247 0.67088
C 0.84093 2.96634 1.01959
C 1.87385 3.87925 0.63908
C 2.86732 3.36422 -0.25397
C 3.02838 1.98478 -0.53783
C 2.02631 1.11487 -0.06207
N 2.17666 -0.18237 -0.36993
C 1.34921 -1.22361 -0.10405
O 1.99866 -2.20226 -0.01829
H -2.52998 -1.17554 -3.52487
H -1.14307 -0.65355 -4.63493
H 0.54389 -0.94617 -2.86709
H -1.87963 -1.91391 -1.25860
H -0.52012 -2.97187 -1.34335
H -0.11087 -1.90163 2.08242
H -0.45679 -3.18367 0.93445
H -2.76068 -2.19841 1.10348
H -2.19099 0.13226 2.89049
H -2.14330 -1.55715 3.46024
H -3.55101 -0.86609 2.69700
H -0.99264 0.65058 -0.93063
H -0.78419 1.12608 1.81036
H -0.08959 3.44498 1.40005
H 1.80249 4.92019 0.79886
H 3.71894 4.02254 -0.53933
H 3.84495 1.65711 -1.16239
H 3.08405 -0.55933 -0.55497
```

Computed properties:
Structure (SMILES) = C=CC[C@]12C[C@@H](C)O[C@H]1Nc1ccccc1NC2=O
Net charge = 0
Energy relative to the best compared isomer or geometry (same formula, charge and spin) = 102.4 kcal per mole

=====

Question: Which value of net charge does entry 3 give?
Answer: 0